ORCA calculation (ωB97M-V/def2-TZVPD) on a cluster of 3 separate species, C22H42BI3NO11P2S2 in total at a distorted geometry.

Calculated values
frontier orbital gap	6.84	eV
molecular weight	1014.18	g/mol
maximum force	3.6	eV/A
electronic energy	-112732.15834	eV
total charge	-1
HOMO energy	-4.669	eV

XYZ file:
```
84
Properties=species:S:1:pos:R:3:forces:R:3
C -5.000910 1.564970 -1.744902 0.190 -0.209 1.388
C -3.834184 0.779072 -0.993968 1.586 1.047 -1.760
I -4.470814 -0.528079 0.609429 0.193 0.543 -0.807
C -2.493487 0.902221 -1.341631 -2.802 -0.521 0.133
I -2.051941 2.243192 -3.033611 -0.677 -0.971 0.462
P -1.040498 0.024709 -0.469166 1.123 -0.651 0.850
I -0.148242 2.379235 -0.198678 0.716 1.505 1.500
O 0.005102 0.028656 -1.887820 -0.686 -2.283 -1.395
C 0.417789 -1.339530 -2.037683 0.786 0.579 1.125
P 1.458371 -1.728878 -3.588897 -1.523 2.346 -1.170
N 0.951019 -0.925301 -4.888640 1.152 -0.735 0.804
C -0.836640 -2.330504 -1.742110 1.212 2.305 -1.123
C -1.787940 -2.288502 -3.019208 -0.951 -0.144 -0.060
B -2.771532 -3.555663 -3.179607 0.070 -0.689 -0.442
O -3.994745 -3.763584 -2.500099 1.752 -0.620 -1.208
O -2.365910 -4.580968 -4.117179 0.023 1.140 1.472
C -0.122004 -3.686062 -1.324689 -0.254 -0.508 0.932
C -0.562489 -4.218284 0.129585 -0.646 -0.335 -1.135
C -0.106334 -5.723791 0.390093 -1.199 0.558 0.016
O -0.236909 -3.316556 1.193126 0.883 -1.100 -0.227
C 1.168302 -3.067923 1.301590 0.847 1.198 -0.003
C 1.701133 -3.028268 2.777615 1.155 0.279 2.594
C 2.491417 -1.822228 3.204313 -0.356 -1.545 1.224
C 3.091843 -1.633098 4.560973 -1.782 -2.757 -0.975
C 2.894871 -2.715859 5.573349 -1.092 0.153 -3.468
C 2.117843 -3.936907 5.144836 0.436 1.530 -0.719
C 1.513692 -4.118572 3.793843 1.610 2.632 0.485
O -1.583404 -1.597843 -0.762379 0.926 -0.419 0.246
H -5.023410 1.317654 -2.842606 0.044 0.246 1.196
H -4.805019 2.666478 -1.584470 -0.148 -1.132 -0.412
H -5.997907 1.348188 -1.244824 1.214 0.069 -0.761
H -1.603251 0.141354 0.856673 -0.739 -0.042 -0.883
H 0.159385 -0.346564 0.259540 -0.165 -0.249 -0.309
H 1.239291 -1.384530 -1.236698 -1.073 -0.898 -0.527
H 1.449588 -3.154001 -3.756612 0.094 0.348 0.558
H 2.797343 -1.343211 -3.282860 -0.342 -0.627 0.375
H 1.753524 -0.337342 -5.154543 -0.629 -0.148 -0.156
H -2.455334 -1.376142 -2.883924 1.049 -0.968 -0.132
H -1.260319 -2.139431 -4.006679 -0.190 -0.144 1.024
H -4.235933 -4.688409 -2.719730 -0.149 0.718 0.213
H -1.423436 -4.417387 -4.314154 -0.775 -0.109 -0.146
H -0.312363 -4.553759 -2.026057 -0.058 1.078 0.521
H 1.000553 -3.503108 -1.371274 -1.340 -0.389 0.235
H -1.699180 -4.248106 0.084167 1.345 0.224 0.262
H -0.487207 -6.326815 -0.493398 0.803 0.572 0.969
H -0.719005 -6.082702 1.279277 1.067 0.361 -0.882
H 0.996574 -5.846429 0.565701 -1.104 0.019 -0.252
H 1.793541 -3.752390 0.639976 -0.780 0.490 1.061
H 1.343420 -2.022747 0.877996 -0.119 -1.189 0.541
H 2.635365 -1.003935 2.447655 -0.229 -0.924 0.856
H 3.659593 -0.682655 4.748984 -0.680 -1.220 -0.012
H 3.331908 -2.577658 6.594130 -0.608 -0.462 -1.073
H 2.006006 -4.744235 5.928794 0.017 0.972 -1.157
H 0.932200 -5.046517 3.531984 0.734 1.176 0.409
O 5.938258 4.026224 -3.390355 -0.042 -0.450 0.009
S 5.936842 3.033006 -2.352107 -0.604 0.126 0.887
O 5.862970 1.629858 -2.649800 0.135 0.454 -0.279
O 4.800687 3.402370 -1.274768 1.133 -0.021 -0.259
C 3.445158 3.557685 -1.732075 -1.070 -0.241 -0.426
C 2.800233 2.226622 -2.058747 0.277 -0.225 -0.442
C 7.333844 3.298917 -1.301602 0.026 0.092 0.131
H 3.408644 4.234641 -2.589058 0.230 -0.012 0.024
H 2.893099 4.032003 -0.919410 0.310 -0.017 0.123
H 3.286214 1.749161 -2.912858 0.047 0.097 -0.016
H 1.744989 2.360393 -2.305556 0.173 -0.014 0.143
H 2.882626 1.541033 -1.213464 -0.177 0.113 0.011
H 7.386870 4.354336 -1.038987 -0.059 -0.080 -0.030
H 8.223702 3.004755 -1.857116 -0.121 -0.009 -0.069
H 7.230775 2.679655 -0.412168 -0.056 0.024 -0.080
O -3.056167 3.583068 1.309777 -0.507 0.510 0.179
S -3.949616 3.856103 2.395788 0.210 -0.473 0.328
O -5.175445 4.584433 2.203412 0.362 -0.020 -0.145
O -3.116872 4.544281 3.598541 -0.349 -0.443 -0.104
C -2.386195 5.739799 3.315163 0.207 0.718 -0.285
C -3.303697 6.940136 3.160916 -0.216 0.036 -0.145
C -4.330133 2.341176 3.217591 0.049 0.072 0.286
H -1.762309 5.603455 2.428376 -0.095 -0.165 -0.012
H -1.716811 5.905697 4.160545 -0.098 -0.318 0.052
H -3.944911 6.838329 2.284649 0.057 -0.009 0.035
H -2.721260 7.857021 3.044906 0.060 -0.081 0.068
H -3.956555 7.040213 4.030885 0.090 0.010 -0.004
H -3.407142 1.792690 3.400551 -0.040 0.063 -0.093
H -4.982265 1.768406 2.559793 0.095 0.104 -0.079
H -4.844863 2.563281 4.151648 0.039 0.060 -0.063
```
Forces are in eV/Å.

Atomic partial charges in e from the Mulliken method, atoms 1 to 4: atom 1 (C): -1.224, atom 2 (C): 0.278, atom 3 (I): -0.161, atom 4 (C): -0.609

***

ORCA calculation (ωB97M-V/def2-TZVPD) on a cluster of 2 separate species, C14H8Cl2F4N2 in total at a distorted geometry.

Calculated values
frontier orbital gap	9.51	eV
molecular weight	351.13	g/mol
SMILES string	N#C[C@H](F)c1ccc(C(F)(F)F)cc1.Clc1cccc(Cl)n1
maximum force	2.3	eV/A
electronic energy	-53541.76026	eV
relative energy (zero: lowest compared OMol25 entry of this formula, charge and spin)	59.5	kJ/mol
HOMO energy	-9.467	eV

XYZ file:
```
30
Properties=species:S:1:pos:R:3:forces:R:3
F 5.239830 2.936591 -1.294131 -0.297 -0.794 -0.268
C 4.815182 1.650183 -1.461425 1.085 0.058 0.386
F 5.568322 1.096736 -2.447105 -0.408 0.280 0.574
F 5.173966 1.012142 -0.293150 -0.615 0.323 -1.043
C 3.341952 1.599376 -1.798777 0.596 -0.436 1.717
C 2.813405 0.467817 -2.420013 -1.352 0.465 -0.554
C 1.438086 0.498426 -2.749700 0.020 -0.099 0.317
C 0.613835 1.550082 -2.288888 0.353 -0.171 -0.248
C -0.900603 1.272992 -2.237835 0.338 -0.003 0.276
C -1.805610 2.440852 -1.970709 -0.362 0.344 0.257
N -2.582640 3.272553 -1.754062 1.093 -0.971 -0.329
C 1.166608 2.555250 -1.490462 0.063 0.516 0.786
C 2.545542 2.558917 -1.171631 -1.347 -0.229 -0.802
H 3.406061 -0.442451 -2.546968 -0.062 0.575 -0.469
H 0.943661 -0.335368 -3.282209 0.536 0.416 0.448
H -1.366147 0.714221 -3.087981 0.780 0.399 0.505
H 0.504995 3.316265 -1.014370 0.539 -0.746 -0.430
H 2.934887 3.202794 -0.370532 -0.061 -0.015 -0.882
Cl -4.983008 -0.892254 1.554842 0.288 -0.302 -0.549
C -3.879674 -2.022146 2.267883 1.137 -1.277 1.128
N -2.687410 -2.292270 1.738236 0.602 1.464 0.154
F -0.925916 0.426594 -1.116937 -0.908 0.078 -0.222
C -1.704478 -2.792957 2.507273 -2.238 0.063 0.540
Cl -0.061894 -2.589185 2.030493 -0.085 -0.239 -0.401
C -1.988216 -3.368461 3.754623 0.282 0.321 -0.656
C -3.308050 -3.303886 4.200802 -0.226 -0.062 -0.241
C -4.264093 -2.570696 3.501552 0.060 0.367 -0.566
H -1.155463 -3.789575 4.314210 -0.450 -0.049 0.074
H -3.612517 -3.830379 5.092323 0.138 0.140 0.272
H -5.280610 -2.342152 3.834658 0.502 -0.416 0.223
```
Forces are in eV/Å.

Atomic partial charges in e from the natural (NBO) method, atoms 1 to 4: atom 1 (F): -0.326, atom 2 (C): 0.973, atom 3 (F): -0.323, atom 4 (F): -0.331

***

ORCA calculation (ωB97M-V/def2-TZVPD) on an isolated molecule of C8H9N at a distorted geometry.

Calculated values
frontier orbital gap	8.48	eV
molecular weight	119.17	g/mol
SMILES string	CN1Cc2ccccc21
maximum force	3.2	eV/A
electronic energy	-9929.42859	eV
relative energy (zero: lowest compared OMol25 entry of this formula, charge and spin)	208.8	kJ/mol
HOMO energy	-7.534	eV

XYZ file:
```
18
Properties=species:S:1:pos:R:3:forces:R:3
C -2.586202 0.217640 -0.057969 0.330 -0.594 -0.212
C -2.174666 -1.069523 0.034657 -0.828 -2.524 0.617
C -1.687740 1.268649 -0.044676 -0.581 1.912 0.016
C -0.811131 -1.448438 0.088173 -0.759 1.888 -0.489
C -0.377302 0.967241 0.146236 -0.577 -1.207 -0.332
C 0.090222 -0.395579 0.063211 -1.544 1.246 1.396
C 1.042574 1.436818 0.109865 1.044 -0.675 2.912
C 2.645803 -0.640275 -0.038448 -0.412 -0.581 -0.634
N 1.398570 0.002199 0.253191 0.910 -0.236 -0.539
H -3.600268 0.338556 -0.265772 -1.558 0.713 0.034
H -3.009601 -1.889952 0.139885 1.906 1.519 -0.531
H -2.160971 2.266277 -0.182063 0.960 -0.505 0.282
H -0.650740 -2.455890 -0.035912 1.033 -2.135 0.103
H 1.170878 1.851461 -0.814093 1.009 0.883 -2.810
H 1.626969 2.057473 0.845748 -1.273 -0.350 -0.280
H 3.329159 -0.610573 0.749044 0.937 0.439 1.953
H 2.540162 -1.723949 -0.161453 -0.370 0.288 -0.592
H 3.214282 -0.172139 -0.829616 -0.226 -0.081 -0.893
```
Forces are in eV/Å.

Atomic partial charges in e from the natural (NBO) method, atoms 1 to 4: atom 1 (C): -0.285, atom 2 (C): -0.159, atom 3 (C): -0.185, atom 4 (C): -0.317

***

ORCA calculation (ωB97M-V/def2-TZVPD) on a cluster of 2 separate species, C2H7NO2S2 in total at a distorted geometry.

Calculated values
frontier orbital gap	9.52	eV
molecular weight	141.22	g/mol
maximum force	3.9	eV/A
electronic energy	-29440.73316	eV
relative energy (zero: lowest compared OMol25 entry of this formula, charge and spin)	288.9	kJ/mol
HOMO energy	-8.887	eV

XYZ file:
```
14
Properties=species:S:1:pos:R:3:forces:R:3
C 0.037040 1.358884 1.674898 -0.895 -1.681 -0.066
C 0.777542 0.794684 0.516305 0.680 2.037 0.356
N 0.652359 -0.327680 0.011011 -0.020 -3.327 2.072
O -0.937075 -0.576165 -2.114625 0.760 -0.167 0.292
O 0.136912 -2.844793 -1.914690 0.476 1.123 0.500
S 0.527073 -1.499428 -4.476414 0.312 0.853 0.792
S 0.498109 -1.444721 -2.194276 -2.035 -0.872 -2.353
H -0.744422 2.078732 1.296929 0.606 -0.925 0.710
H 0.769042 1.851160 2.244387 0.665 1.144 1.059
H -0.299518 0.459360 2.290774 -0.351 1.470 -0.699
H 1.567506 1.470212 0.130085 -0.711 -0.100 -0.581
H 0.181101 -1.015122 0.711877 0.028 1.559 -1.746
H 0.238976 -2.767577 -4.339931 -0.200 -0.917 -0.087
H -1.728148 -1.123519 -1.941923 0.685 -0.196 -0.247
```
Forces are in eV/Å.

Atomic partial charges in e from the natural (NBO) method, atoms 1 to 4: atom 1 (C): -0.683, atom 2 (C): 0.185, atom 3 (N): -0.652, atom 4 (O): -0.908

***

ORCA calculation (ωB97M-V/def2-TZVPD) on a cluster of 2 separate species, C5H10O in total.

Calculated values
frontier orbital gap	10.41	eV
molecular weight	86.13	g/mol
SMILES string	C=CCC=C.O
maximum force	0.8	eV/A
electronic energy	-7392.90464	eV
relative energy (zero: lowest compared OMol25 entry of this formula, charge and spin)	179.5	kJ/mol
HOMO energy	-9.583	eV

XYZ file:
```
16
Properties=species:S:1:pos:R:3:forces:R:3
C -1.158518 -1.563214 1.578074 -0.376 0.526 0.030
C -2.377870 -1.327163 2.039155 0.159 0.140 0.160
C 0.014875 -0.636820 1.768366 -0.294 -0.194 0.591
C 0.391887 -0.024155 0.451392 0.627 -0.124 -0.490
C 1.607237 0.352155 0.065368 -0.125 -0.638 0.148
H -1.022358 -2.417646 0.936613 0.211 -0.140 -0.343
H -3.223732 -1.907286 1.703741 -0.071 -0.235 0.264
H -2.553331 -0.530296 2.757368 -0.115 0.080 -0.254
H -0.240114 0.136156 2.499152 -0.114 -0.036 0.021
H 0.831470 -1.225341 2.199984 0.219 0.302 -0.202
H -0.370180 0.026932 -0.316073 -0.289 -0.258 0.069
H 1.797145 0.427704 -1.000526 0.099 0.742 0.183
H 2.437141 0.394632 0.764572 0.069 -0.164 -0.179
H 1.060804 3.519008 -5.128168 -0.114 -0.510 -0.158
H 1.806140 2.202832 -4.973320 -0.019 -0.081 -0.028
O 0.999405 2.572504 -5.345698 0.134 0.590 0.188
```
Forces are in eV/Å.

Atomic partial charges in e from the natural (NBO) method, atoms 1 to 4: atom 1 (C): -0.158, atom 2 (C): -0.397, atom 3 (C): -0.495, atom 4 (C): -0.162

***

ORCA calculation (ωB97M-V/def2-TZVPD) on a structure of composition C4H8O2 at a distorted geometry.

Calculated values
frontier orbital gap	10.21	eV
molecular weight	88.11	g/mol
maximum force	5.0	eV/A
electronic energy	-8370.18549	eV
relative energy (zero: lowest compared OMol25 entry of this formula, charge and spin)	298.7	kJ/mol
HOMO energy	-9.785	eV

XYZ file:
```
14
Properties=species:S:1:pos:R:3:forces:R:3
C -2.095007 0.296705 -0.128701 -0.137 0.036 -0.010
C -0.781376 -0.459429 -0.050313 -0.192 -0.045 -0.056
C 0.416793 0.406339 -0.353703 -0.221 0.062 -0.214
O 0.359904 1.535831 -0.776877 0.075 -0.543 0.143
C 1.718752 -0.266382 0.013108 -1.917 -1.014 1.835
O 2.890545 0.437482 -0.248039 -0.089 -0.034 2.765
H -2.129760 1.096595 0.616799 0.003 -0.105 -0.105
H -2.936939 -0.377861 0.046004 0.065 0.101 -0.027
H -2.210751 0.760614 -1.111638 -0.008 -0.065 0.140
H -0.754981 -1.291766 -0.767588 -0.048 0.088 0.072
H -0.632972 -0.920301 0.937840 -0.042 0.086 -0.187
H 1.649411 -0.244553 1.239237 -1.094 -0.799 -1.920
H 1.785451 -1.335372 -0.196304 -0.302 -0.054 -0.399
H 2.720934 0.362101 0.780181 3.906 2.286 -2.038
```
Forces are in eV/Å.

Atomic partial charges in e from the natural (NBO) method, atoms 1 to 4: atom 1 (C): -0.605, atom 2 (C): -0.511, atom 3 (C): 0.547, atom 4 (O): -0.507